# 1
Entry from the OMol25 dataset: a 6-piece molecular cluster, C34H40N5O overall (ωB97M-V with the def2-TZVPD basis set).

The geometry in XYZ format:
```
80
Properties=species:S:1:pos:R:3:forces:R:3:mulliken_charge:R:1
C 2.79021 -0.22908 1.72084 0.11 -1.52 0.10 -0.250
O 2.80905 1.14359 1.27914 -1.19 0.23 0.51 -0.353
C 1.51865 1.76000 1.42073 0.74 -0.62 -0.10 -0.452
N 0.59581 1.01028 0.49096 0.42 1.49 2.80 -0.029
C -0.47287 0.37165 0.96782 -2.11 -1.67 -2.62 0.118
N -1.24312 -0.34508 -0.03442 -1.91 -0.19 7.37 -0.107
C -2.26461 -0.93333 0.84812 2.35 1.24 -2.40 0.194
N -3.25134 -1.80030 0.20362 2.60 0.67 1.59 -0.563
N -2.10907 -0.54537 2.19723 -1.42 -1.70 -3.15 -0.128
N -0.99850 0.26312 2.28404 1.82 0.63 -2.95 0.008
H 2.22388 -0.93180 1.00848 0.65 1.19 0.82 0.144
H 2.29938 -0.35262 2.75253 0.79 0.37 -1.25 0.213
H 3.85662 -0.64485 1.74974 -1.49 1.00 0.10 0.071
H 1.54382 2.87289 1.15462 0.29 -1.76 0.24 0.299
H 1.19590 1.64438 2.51581 0.08 0.14 -1.53 0.300
H 0.89384 1.00575 -0.49398 -0.79 -0.35 0.62 0.289
H -2.99553 -1.76413 -0.80276 -0.34 0.27 0.78 0.265
H -2.98283 -2.76847 0.47629 -0.70 0.62 0.03 0.400
H -2.73418 -0.83111 2.96678 0.82 0.47 -0.37 0.328
H -0.61690 0.71742 3.11864 -0.71 -0.58 -0.35 0.227
C 0.27092 -3.38088 -2.79019 -0.03 0.00 0.01 -0.421
C -0.97757 -2.99151 -2.31459 -0.08 -0.22 -0.05 0.929
C -2.09627 -3.76888 -2.59416 0.12 -0.03 0.02 -0.316
C -1.96994 -4.93596 -3.33952 -0.02 0.01 0.02 -0.547
C -0.72188 -5.32436 -3.81210 0.00 0.06 0.03 -0.409
C 0.39823 -4.54530 -3.54108 -0.07 0.07 0.06 -0.516
H 1.14570 -2.77604 -2.57613 -0.04 -0.04 -0.03 0.382
H -1.09040 -2.08926 -1.72414 0.20 0.00 -0.10 -0.495
H -3.07136 -3.46340 -2.22767 -0.04 -0.09 -0.11 0.356
H -2.84374 -5.54216 -3.55089 0.07 0.05 0.00 0.371
H -0.62152 -6.23509 -4.39212 -0.01 0.08 0.04 0.376
H 1.37080 -4.84603 -3.91378 -0.07 0.02 0.03 0.381
C -1.31750 1.57092 -2.77107 0.05 0.12 -0.12 -0.116
C -0.96192 0.58330 -3.68426 0.00 0.04 0.05 -0.083
C -1.06803 0.82698 -5.04947 -0.01 0.07 0.01 -0.533
C -1.52074 2.06233 -5.50178 0.02 -0.05 0.11 -0.519
C -1.87278 3.05122 -4.58868 0.00 -0.02 0.01 -0.352
C -1.77547 2.80475 -3.22355 0.05 -0.04 -0.04 -0.677
H -1.23784 1.37915 -1.70628 -0.10 0.02 -0.14 0.397
H -0.60254 -0.37777 -3.33175 -0.04 0.04 -0.05 0.203
H -0.79722 0.05490 -5.76100 -0.01 0.05 0.06 0.396
H -1.59896 2.25406 -6.56612 0.00 -0.01 0.08 0.388
H -2.22417 4.01501 -4.94177 0.00 -0.07 0.04 0.427
H -2.05528 3.57414 -2.51203 0.00 -0.03 -0.06 0.384
C -2.88039 9.19164 -5.57480 0.04 -0.07 0.03 -0.384
C -2.85586 9.21061 -4.18426 0.01 -0.05 -0.02 -0.364
C -2.27908 8.15671 -3.48362 0.01 -0.02 -0.09 -0.428
C -1.71770 7.08738 -4.17439 -0.07 0.07 -0.05 -0.244
C -1.73903 7.07030 -5.56558 -0.04 0.02 0.06 -0.356
C -2.32399 8.12008 -6.26572 0.00 0.01 0.08 -0.424
H -3.33316 10.01202 -6.12055 0.03 -0.06 0.04 0.354
H -3.28747 10.04747 -3.64600 0.03 -0.07 -0.04 0.357
H -2.26600 8.16883 -2.39927 0.01 0.02 -0.07 0.350
H -1.26338 6.26739 -3.62803 -0.01 0.04 -0.04 0.366
H -1.29972 6.23724 -6.10448 -0.02 0.07 0.03 0.419
H -2.34529 8.10402 -7.34961 0.01 0.01 0.07 0.362
C 6.96317 -2.13150 5.33689 -0.02 0.02 -0.08 -0.360
C 7.34052 -3.11606 4.42951 -0.04 0.05 -0.02 -0.374
C 7.24350 -2.87758 3.06267 -0.03 0.05 0.04 -0.401
C 6.77781 -1.64984 2.60269 -0.04 -0.03 0.08 -0.399
C 6.40392 -0.66389 3.51027 -0.03 -0.06 0.01 -0.357
C 6.49236 -0.90580 4.87727 0.00 -0.07 -0.04 -0.435
H 7.03600 -2.31918 6.40244 0.01 0.01 -0.08 0.360
H 7.71001 -4.07055 4.78813 -0.03 0.08 -0.03 0.361
H 7.53166 -3.64764 2.35577 0.00 0.06 0.05 0.360
H 6.70681 -1.46183 1.53654 0.04 -0.01 0.06 0.403
H 6.04241 0.29447 3.15142 0.06 -0.04 0.03 0.487
H 6.19584 -0.13903 5.58440 0.05 -0.04 -0.04 0.364
C -2.38195 -4.10399 7.32420 0.02 0.03 -0.11 -0.404
C -3.16317 -4.85338 6.45027 0.04 0.06 -0.03 -0.356
C -3.09120 -4.62410 5.08072 0.01 0.03 0.00 -0.474
C -2.22988 -3.65106 4.58406 -0.05 0.06 0.13 -0.294
C -1.44578 -2.90405 5.45766 -0.12 -0.01 -0.02 -0.356
C -1.52475 -3.12733 6.82810 -0.03 -0.01 -0.01 -0.436
H -2.44107 -4.28111 8.39217 0.01 0.01 -0.09 0.366
H -3.82929 -5.61636 6.83747 0.05 0.07 -0.04 0.371
H -3.70504 -5.20382 4.40041 0.05 0.02 0.06 0.357
H -2.16968 -3.47540 3.51431 0.04 -0.08 0.01 0.481
H -0.77214 -2.14600 5.06953 0.03 -0.06 0.04 0.377
H -0.91774 -2.54173 7.50931 -0.03 -0.06 -0.04 0.364
```
Forces are in eV/Å.

As for the highest occupied orbital energy: -10.762 eV. For the energy above the lowest of the compared OMol25 structures with the same formula, charge and spin, the calculation gives 301.7 kJ/mol. The gap between HOMO and LUMO comes out at 7.85 eV. The value obtained for the LUMO energy is -0.107 Eh. The total energy comes out at -1668.27069 a.u. The net charge is +1.

=====

# 2
Entry from the OMol25 dataset: a 4-piece molecular cluster, C8H16Br8 overall (ωB97M-V with the def2-TZVPD basis set).

The geometry in XYZ format:
```
32
Properties=species:S:1:pos:R:3:forces:R:3:mulliken_charge:R:1
Br -1.92642 -4.17202 -1.08847 1.23 0.32 0.56 -0.141
C -0.00243 -3.88436 -0.56602 -0.08 0.12 -1.25 -0.399
C 0.72007 -2.98301 -1.55692 -0.03 -0.57 -0.69 -0.644
Br 0.96081 -3.75380 -3.40422 -0.21 0.32 0.98 -0.177
H 0.44720 -4.87715 -0.54863 -0.16 0.13 0.11 0.441
H 0.11405 -3.36965 0.38771 -0.64 -0.31 0.13 0.207
H 1.74447 -2.83894 -1.21349 -0.13 0.11 0.00 0.373
H 0.22589 -2.02523 -1.71985 0.07 -0.19 0.09 0.337
Br 2.24659 0.27754 -0.84714 0.73 0.35 -0.51 -0.094
C 3.64392 0.78756 -2.18647 -0.93 1.57 1.05 -0.609
C 3.86235 -0.36494 -3.03612 0.48 -1.30 -0.82 -0.582
Br 4.91306 0.30193 -4.59993 -0.47 -0.61 0.59 -0.181
H 4.50996 1.14099 -1.62685 -0.16 -0.15 -0.04 0.382
H 3.21580 1.60480 -2.76693 -0.02 0.01 0.30 0.402
H 2.90430 -0.79455 -3.32882 0.25 0.12 -0.65 0.344
H 4.41510 -1.15303 -2.52476 0.25 0.10 -0.31 0.378
Br -5.26749 3.60974 0.28568 0.16 -0.10 -0.19 -0.143
C -3.60444 3.00019 1.10339 0.04 -0.44 -0.22 -0.582
C -3.80922 3.25028 2.59368 0.74 -0.02 -0.11 -0.543
Br -2.27421 2.67757 3.69914 -0.27 0.10 -0.34 -0.160
H -2.77891 3.46045 0.56046 -0.10 0.81 0.67 0.429
H -3.44044 1.96257 0.81259 -0.64 -0.23 0.50 0.225
H -4.65077 2.67862 2.98496 0.09 0.22 -0.19 0.395
H -3.89749 4.31505 2.80947 -0.20 -0.23 -0.09 0.386
Br 1.88196 -0.15670 2.47106 -0.84 0.47 0.39 -0.171
C 0.06023 0.65465 2.39713 0.53 -0.21 1.71 -0.841
C -0.77473 -0.05744 1.43914 -0.29 -1.19 -0.74 0.422
Br -1.34520 -1.91268 2.19322 0.49 1.86 -0.89 -0.160
H 0.12025 1.71032 2.13245 0.36 -0.13 0.06 0.428
H -0.39406 0.52305 3.37917 0.55 0.37 0.15 0.479
H -0.14112 -0.11869 0.55432 -0.68 -0.91 -0.40 -0.080
H -1.67903 0.50677 1.21112 -0.11 -0.39 0.17 -0.120
```
Forces are in eV/Å.

As for the highest occupied orbital energy: -9.982 eV. Its SMILES is BrCCBr.BrCCBr.BrCCBr.BrCCBr. For the energy above the lowest of the compared OMol25 structures with the same formula, charge and spin, the calculation gives 110.0 kJ/mol. The gap between HOMO and LUMO comes out at 10.10 eV. The value obtained for the LUMO energy is 0.004 Eh. The total energy comes out at -20906.50750 a.u.

=====

# 3
Entry from the OMol25 dataset: a 6-piece molecular cluster, H12O5S overall (ωB97M-V with the def2-TZVPD basis set).

The geometry in XYZ format:
```
18
Properties=species:S:1:pos:R:3:forces:R:3:mulliken_charge:R:1
S -3.32676 1.95793 2.63730 0.23 0.61 0.54 -0.473
H -3.66485 0.67462 2.64145 0.08 -0.40 0.18 0.195
H -2.98374 2.02693 3.96243 -0.25 -0.27 -0.75 0.147
H 4.11920 0.51789 -1.20932 -0.70 -1.63 0.45 0.340
H 4.08812 -0.89632 -0.60783 3.58 -3.90 3.08 0.391
O 3.59137 -0.31876 -1.04016 -2.99 5.63 -3.56 -0.809
H 2.33130 1.20033 -4.05253 -0.46 -0.67 0.50 0.394
H 2.91263 0.37216 -5.28010 -0.36 -0.26 0.51 0.379
O 2.87214 1.21698 -4.83053 0.81 0.90 -0.96 -0.895
H 0.71800 1.61137 0.67600 -5.46 -1.98 3.01 0.372
H 1.73619 1.07038 -0.36344 -0.68 0.43 1.01 0.392
O 1.44456 1.79768 0.23641 6.21 1.45 -3.99 -0.951
H 1.41544 -3.50073 -0.66852 0.07 0.01 0.02 0.447
H 0.10786 -3.05831 -1.30022 0.65 -0.75 -0.03 0.450
O 0.76446 -3.80072 -1.31916 -0.72 0.75 0.01 -1.207
H -3.45904 -2.75259 1.88092 0.92 -0.71 0.02 0.397
H -1.81078 -2.48944 2.04694 -0.24 -0.95 -0.20 0.472
O -2.70780 -2.15807 1.96313 -0.71 1.76 0.16 -1.040
```
Forces are in eV/Å.

Its spin multiplicity is 2. As for the highest occupied orbital energy (alpha / beta): 0.619 / -7.323 eV. For the energy above the lowest of the compared OMol25 structures with the same formula, charge and spin, the calculation gives 141.0 kJ/mol. The gap between HOMO and LUMO (alpha / beta) comes out at 2.36 / 10.29 eV. The value obtained for the LUMO energy (alpha / beta) is 0.109 / 0.109 Eh. The total energy comes out at -781.50096 a.u. The net charge is -1.

=====

# 4
Entry from the OMol25 dataset: a 15-piece molecular cluster, ClH28O18 overall (ωB97M-V with the def2-TZVPD basis set).

The geometry in XYZ format:
```
47
Properties=species:S:1:pos:R:3:forces:R:3:mulliken_charge:R:1
Cl 0.89656 -0.17588 0.03907 -1.21 1.19 -2.68 1.434
O 2.03864 -0.88880 -0.67153 -1.84 1.70 2.05 -1.016
O 1.16246 -0.03477 1.47741 0.09 -0.08 -1.69 -0.743
O 0.67755 1.18123 -0.58472 0.94 -3.09 1.46 -0.502
O -0.35241 -0.96662 -0.20112 2.84 1.26 0.80 -0.179
O -1.84255 2.97493 1.09435 -1.03 1.88 1.56 -0.643
H -2.29190 2.47441 0.44320 -0.23 -1.26 -1.08 0.414
H -0.94903 2.71048 1.22122 0.85 -0.57 -0.45 0.279
O 0.16574 -1.61796 4.35088 1.39 -1.37 0.17 -0.740
H 0.61963 -1.97238 3.54129 -0.82 0.28 1.07 0.466
H -0.26817 -0.83994 4.04351 -0.47 0.88 -0.31 0.427
O -1.36463 -0.92946 -2.68863 -0.08 0.28 -0.70 -0.558
H -0.80633 -1.67508 -2.88004 0.88 -0.19 -0.47 0.269
H -1.97162 -1.36180 -2.10723 -1.03 -0.12 0.84 0.310
O -0.75131 -3.67750 -0.04022 -1.17 -0.58 -1.13 -0.681
H -0.10236 -3.85206 0.61146 0.76 -0.37 1.04 0.321
H -0.53428 -2.78088 -0.27595 0.04 0.44 -0.22 0.235
O 0.41152 4.00976 -0.96196 1.24 1.65 0.42 -0.630
H 0.31221 3.09449 -0.72873 -0.21 -0.50 0.57 0.348
H 1.00869 4.41036 -0.27360 -1.04 -0.95 -1.00 0.314
O -2.08261 -1.46751 1.90445 0.42 0.06 -0.30 -0.726
H -1.76251 -0.82083 2.55288 -0.56 -0.18 -0.08 0.600
H -1.30080 -1.49057 1.32675 -0.58 -0.56 0.24 0.167
O 1.65828 2.23341 -3.26688 0.57 4.08 -0.41 -0.658
H 1.60726 1.33889 -3.28033 -0.31 -4.25 -0.28 0.356
H 1.43743 2.50194 -2.38069 -0.17 0.40 0.41 0.355
O 2.17066 -3.55551 -1.30434 -0.39 -1.06 0.89 -0.560
H 2.47125 -3.76038 -2.17072 0.45 -0.21 -1.00 0.267
H 2.26124 -2.62306 -1.17075 0.04 0.99 0.11 0.441
O 0.91751 -2.63126 2.02802 -0.27 1.08 -0.45 -0.722
H 1.45487 -1.95326 1.60137 -0.24 0.41 0.20 0.286
H 1.50581 -3.34254 1.96572 1.24 -2.24 0.16 0.340
O -1.58309 2.18005 -2.86763 -1.90 1.03 -0.92 -0.643
H -2.35601 1.72621 -3.27686 1.31 0.13 0.60 0.314
H -0.97631 1.56272 -2.50032 0.63 -1.16 0.09 0.311
O 1.95550 -0.69295 -3.44443 -0.19 -2.35 -1.40 -0.693
H 2.10031 -0.48489 -2.53663 0.21 0.24 1.35 0.381
H 1.91021 -1.69626 -3.43225 0.01 1.96 -0.12 0.284
O 0.66513 2.97888 1.92363 -0.20 -0.09 -0.89 -0.537
H 1.32374 2.34837 2.18719 0.60 -0.26 0.47 0.256
H 0.47948 3.62197 2.59567 0.14 0.27 0.70 0.240
O -1.04829 0.53045 3.26032 -0.09 -0.81 0.48 -0.566
H -1.51144 1.05645 3.89044 -0.46 0.88 0.39 0.199
H -0.47068 1.05898 2.73561 0.45 0.91 -0.62 0.217
O -2.55273 0.67540 -0.42325 -1.53 0.75 1.35 -0.764
H -2.05522 -0.01698 -0.02106 0.32 -0.78 0.95 0.452
H -2.27742 0.63976 -1.30459 0.62 0.28 -2.16 0.281
```
Forces are in eV/Å.

As for the highest occupied orbital energy: -7.295 eV. For the energy above the lowest of the compared OMol25 structures with the same formula, charge and spin, the calculation gives 139.5 kJ/mol. The gap between HOMO and LUMO comes out at 9.52 eV. The value obtained for the LUMO energy is 0.082 Eh. The total energy comes out at -1831.10825 a.u. The net charge is -1.

=====

# 5
Entry from the OMol25 dataset: one molecule with the formula C5H14N3 (ωB97M-V with the def2-TZVPD basis set).

The geometry in XYZ format:
```
22
Properties=species:S:1:pos:R:3:forces:R:3:mulliken_charge:R:1
C 2.48904 -1.21684 -0.24817 5.41 0.48 -0.99 -1.165
C 1.19855 -0.85484 0.29866 -2.92 0.93 1.76 -0.179
C 0.38134 -0.06360 -0.70965 -0.33 -1.97 -2.81 -0.339
C -1.05268 0.30258 -0.36425 0.75 2.11 -1.17 0.016
C -1.76225 1.21581 -1.08354 -0.34 -0.53 0.30 -0.573
N -3.11629 1.56085 -0.90092 1.94 0.09 0.65 -0.472
N -1.44654 -0.09648 0.92196 -0.71 -3.89 -0.04 -0.755
N 1.30259 0.06860 1.59810 -2.97 -4.46 -0.50 -2.211
H 2.88136 -2.22894 -0.02728 -0.15 0.69 0.98 0.482
H 3.30798 -0.37327 -0.03235 -1.60 -2.07 0.21 0.314
H 2.72667 -1.26816 -1.33602 -1.64 0.40 0.08 0.411
H 0.55595 -1.78242 0.69723 1.57 2.03 -0.83 -0.107
H 0.91692 0.77773 -1.20260 -0.11 -0.46 0.65 0.295
H 0.41087 -0.90462 -1.55786 -0.55 1.71 1.16 0.230
H -1.40605 1.84985 -1.88961 0.87 -0.63 -0.03 0.309
H -3.44973 2.12659 -1.64589 -0.84 -0.02 -0.11 0.225
H -3.68324 0.90436 -0.42411 -0.85 -0.30 -0.02 0.194
H -2.24688 0.40932 1.22582 -0.76 0.34 0.48 0.298
H -1.68470 -1.17444 0.92242 0.37 2.59 0.35 0.346
H 0.27875 0.00560 1.97918 1.29 0.02 -0.04 0.666
H 1.96275 -0.26863 2.27415 0.71 -0.65 1.04 1.014
H 1.43559 1.01096 1.50475 0.86 3.60 -1.12 1.003
```
Forces are in eV/Å.

Its spin multiplicity is 2. As for the highest occupied orbital energy (alpha / beta): -2.773 / -7.696 eV. For the energy above the lowest of the compared OMol25 structures with the same formula, charge and spin, the calculation gives 281.6 kJ/mol. The gap between HOMO and LUMO (alpha / beta) comes out at 3.65 / 8.32 eV. The value obtained for the LUMO energy (alpha / beta) is 0.032 / 0.023 Eh. The total energy comes out at -362.97564 a.u.

=====

# 6
Entry from the OMol25 dataset: a 2-piece molecular cluster, C6H12N overall (ωB97M-V with the def2-TZVPD basis set).

The geometry in XYZ format:
```
19
Properties=species:S:1:pos:R:3:forces:R:3:mulliken_charge:R:1
C 0.29318 -1.94507 0.25406 0.24 -0.08 0.08 0.227
C 0.92929 -3.06377 0.53171 -0.29 -0.75 -0.37 -0.763
N 0.92721 -0.63721 0.51197 -0.37 0.25 -0.72 -0.241
H -0.65474 -1.83809 -0.24362 -0.22 -0.18 0.15 0.243
H 0.48355 -4.05400 0.33661 0.13 0.79 0.03 0.257
H 1.94881 -3.09597 0.89341 -0.02 0.16 0.29 0.230
H 1.78843 -0.78318 1.05356 -0.45 0.51 0.13 0.362
H 1.17742 -0.22587 -0.40931 0.09 0.00 0.57 0.355
H 0.20910 0.07459 0.88223 1.02 -0.96 0.06 0.298
C -2.08220 0.71299 0.64240 1.95 2.02 -0.78 -0.667
C -1.16740 1.64694 0.16176 -1.43 -1.04 1.47 -0.362
C -0.32899 1.48685 -1.03411 -0.16 0.83 -0.84 -0.101
C 0.72695 2.28136 -1.29830 -0.56 0.20 0.23 -0.648
H -2.33069 -0.16844 0.03238 -0.04 0.36 0.60 0.308
H -2.52282 0.93205 1.63001 -0.12 -0.47 -0.84 0.288
H -1.02513 2.58257 0.76108 0.05 -0.96 -0.53 0.257
H -0.66120 0.77838 -1.81827 0.31 0.10 0.64 0.396
H 1.29968 2.15670 -2.20802 -0.01 -0.02 -0.01 0.312
H 0.98954 3.15916 -0.67955 -0.12 -0.77 -0.15 0.248
```
Forces are in eV/Å.

As for the highest occupied orbital energy: -13.166 eV. For the energy above the lowest of the compared OMol25 structures with the same formula, charge and spin, the calculation gives 223.1 kJ/mol. The gap between HOMO and LUMO comes out at 9.68 eV. The value obtained for the LUMO energy is -0.128 Eh. The total energy comes out at -290.23694 a.u. The net charge is +1.